No. 1
Formula: C2H5OPS
Source: the Open Molecules 2025 dataset
Level of theory: ωB97M-V/def2-TZVPD

Geometry (Å):
H (2.255, 1.054, -0.563)
P (0.332, -1.703, 1.139)
S (1.161, 1.788, -0.813)
H (-1.467, -0.178, 0.780)
H (0.008, -0.482, -1.556)
C (-0.129, 0.492, -0.989)
C (-0.455, -0.101, 1.163)
O (-0.591, -2.664, 0.665)
H (-0.057, 0.832, 1.541)
H (-1.058, 0.963, -1.368)

Calculated values
Calculated total energy, eV: -24323.39267
Lowest unoccupied orbital energy (alpha / beta), eV: -0.9 / -0.9
Net charge: 0
ΔE to the lowest compared entry with this formula, charge and spin, kcal/mol: 65.6
Frontier orbital gap (alpha / beta), eV: 7.9866 / 7.9878

No. 2
Formula: C2H5OPS2
Source: the Open Molecules 2025 dataset
Level of theory: ωB97M-V/def2-TZVPD

Geometry (Å):
P (-3.938, -3.444, -0.642)
C (-0.486, 0.774, 0.469)
H (-0.221, -0.339, 2.509)
H (0.337, 1.053, -0.169)
C (0.362, 0.108, 1.603)
S (-2.806, -0.427, 0.214)
H (0.892, -0.717, 1.035)
O (-1.285, -0.135, -0.284)
S (-2.673, -4.206, -1.827)
H (1.068, 0.881, 1.943)
H (-1.155, 1.621, 0.823)

Calculated values
Calculated total energy, eV: -35158.23154
Lowest unoccupied orbital energy (alpha / beta), eV: -1.9 / -2.3
Net charge: 0
ΔE to the lowest compared entry with this formula, charge and spin, kcal/mol: 92.4
Frontier orbital gap (alpha / beta), eV: 6.0000 / 4.7281

No. 3
Formula: C2H5PS
Source: the Open Molecules 2025 dataset
Level of theory: ωB97M-V/def2-TZVPD

Geometry (Å):
S (1.441, 0.928, 0.654)
H (2.286, -1.296, 0.961)
P (-2.630, 0.419, 0.475)
C (1.975, -0.803, 0.103)
C (0.578, -0.275, -0.203)
H (-2.297, 1.369, -0.463)
H (-3.947, 0.523, 0.150)
H (2.749, -0.828, -0.697)
H (-0.153, -0.038, -0.982)

Calculated values
Calculated total energy, eV: -22274.10013
Lowest unoccupied orbital energy (alpha / beta), eV: -1.2 / 0.1
Net charge: 0
ΔE to the lowest compared entry with this formula, charge and spin, kcal/mol: 87.7
Frontier orbital gap (alpha / beta), eV: 6.3194 / 9.0033

No. 4
Formula: C2H5PS3
Source: the Open Molecules 2025 dataset
Level of theory: ωB97M-V/def2-TZVPD

Geometry (Å):
H (-0.060, 2.651, -0.536)
S (3.094, -1.799, 0.953)
S (-1.879, 1.122, -1.278)
H (0.724, 1.154, -1.398)
C (-1.629, -0.278, -0.014)
P (-0.236, 0.684, 0.818)
C (-0.103, 1.659, -0.838)
S (1.168, -1.147, 0.395)
H (-1.165, -1.157, -0.536)
H (-2.422, -0.262, 0.706)
H (2.508, -2.626, 1.728)

Calculated values
Calculated total energy, eV: -43947.77826
Lowest unoccupied orbital energy, eV: -0.5
Net charge: 0
ΔE to the lowest compared entry with this formula, charge and spin, kcal/mol: 39.7
Frontier orbital gap, eV: 8.1475

No. 5
Formula: C2H5PSi
Source: the Open Molecules 2025 dataset
Level of theory: ωB97M-V/def2-TZVPD

Geometry (Å):
H (-0.180, 1.060, 1.543)
C (-0.393, 0.478, -0.684)
P (-1.531, -0.663, 0.123)
Si (1.429, -0.699, -0.129)
H (1.270, -2.114, -0.250)
H (2.664, 0.027, -0.590)
C (-0.030, 0.201, 0.728)
H (-0.895, 1.279, -1.114)
H (-2.335, 0.432, 0.373)

Calculated values
Calculated total energy, eV: -19314.37794
Lowest unoccupied orbital energy (alpha / beta), eV: 1.0 / -2.2
2S+1: 3
Net charge: 0
ΔE to the lowest compared entry with this formula, charge and spin, kcal/mol: 13.0
Frontier orbital gap (alpha / beta), eV: 6.3461 / 7.7057

No. 6
Formula: C2H6AlO18S4
Source: the Open Molecules 2025 dataset
Level of theory: ωB97M-V/def2-TZVPD

Geometry (Å):
O (-2.901, 5.557, -8.441)
S (-1.868, 6.448, -7.893)
O (-3.645, 4.656, -11.660)
O (-6.385, 5.715, -11.073)
H (-4.207, 5.686, -13.450)
O (-5.412, 4.805, -4.301)
O (-1.185, 5.738, -6.788)
C (-5.812, 5.425, -12.348)
O (-6.840, 0.228, -6.190)
O (-2.803, 2.146, -8.033)
S (-2.200, 1.073, -7.187)
H (-6.057, 4.404, -12.662)
C (-4.340, 5.659, -12.349)
O (-1.641, -0.029, -7.999)
O (-7.017, -1.002, -8.252)
Al (-4.823, 3.560, -9.130)
O (-4.949, 3.913, -6.526)
O (-2.524, 7.691, -7.449)
S (-4.688, 3.804, -5.088)
H (-4.086, 6.660, -11.987)
S (-7.178, 0.327, -7.626)
H (-2.705, 4.868, -11.624)
H (-6.331, 6.142, -13.004)
O (-3.209, 3.897, -4.831)
O (-3.227, 0.489, -6.293)
O (-4.989, 2.477, -4.566)
H (-7.341, 5.672, -11.154)
O (-1.184, 1.766, -6.395)
O (-6.304, 1.290, -8.353)
O (-8.616, 0.775, -7.810)
O (-0.855, 6.771, -8.956)

Calculated values
Calculated total energy, eV: -88942.11110
Lowest unoccupied orbital energy, eV: 9.4
Net charge: -5
Frontier orbital gap, eV: 3.1727